A cluster of 9 separate species, C42H117N21O6P6 in total at a distorted geometry, computed with the ωB97M-V functional and the def2-TZVPD basis.

Calculated values
ΔE to the lowest compared entry with this formula, charge and spin, kJ/mol: 266.3
SMILES: CN(C)P(=O)(N(C)C)N(C)C.CN(C)P(=O)(N(C)C)N(C)C.CN(C)P(=O)(N(C)C)N(C)C.CN(C)P(=O)(N(C)C)N(C)C.CN(C)P(=O)(N(C)C)N(C)C.CN(C)P(=O)(N(C)C)N(C)C.CC#N.CC#N.CC#N
Spin multiplicity: 1
Net charge: 0
Orbital gap, Ha: 0.292

Last columns: bonded neighbours and bond lengths (Å).
Element x y z (Å)
1 C -1.23 1.82 -1.89  H53 1.090, N65 1.484, H81 1.090, H176 1.090
2 H 6.48 3.89 -0.01  C136 1.090
3 H -2.73 -4.41 -5.31  C110 1.090
4 H -3.15 1.41 10.45  C87 1.090
5 H -2.34 -1.52 9.04  C58 1.090
6 H 0.33 -4.00 3.46  C107 1.090
7 H -7.77 -6.05 -2.48  C184 1.090
8 C -5.42 -2.13 -1.25  H57 1.090, H66 1.090, N168 1.469, H171 1.090
9 H -1.08 4.35 1.52  C100 1.090
10 H 1.83 -0.59 -1.71  C67 1.090
11 H 0.69 4.38 -1.78  C189 1.090
12 H 3.97 2.09 -2.89  C44 1.090
13 C -2.50 -2.96 -3.20  H14 1.090, H37 1.090, N48 1.436, H139 1.090
14 H -2.60 -2.40 -2.27  C13 1.090
15 N -3.21 4.04 -1.07  P24 1.703, C61 1.462, C120 1.451
16 H 1.45 0.89 -8.20  C156 1.090
17 H 2.61 -2.50 6.37  C115 1.090
18 H 4.12 0.68 2.18  C85 1.090
19 N 1.29 -5.25 5.67  C146 1.133
20 H 4.15 6.28 -4.90  C39 1.090
21 H 3.26 -0.92 -3.44  C179 1.090
22 C -1.18 -1.94 3.08  H84 1.090, N90 1.479, H128 1.090, H181 1.090
23 H 0.85 -2.16 6.10  C115 1.090
24 P -3.41 2.58 -0.21  N15 1.703, N65 1.740, N101 1.687, O142 1.473
25 H 0.28 -4.44 -2.05  C26 1.090
26 C -0.39 -5.21 -1.68  H25 1.090, H147 1.090, H154 1.090, C175 1.434
27 H -3.32 3.31 -3.06  C120 1.090
28 C -0.81 2.66 6.02  H117 1.090, H150 1.090, N157 1.464, H187 1.090
29 N 4.42 4.86 -3.40  C39 1.472, C86 1.533, P108 1.714
30 H 1.85 3.28 -2.55  C189 1.090
31 H 2.16 2.47 -8.44  C156 1.090
32 H 2.18 6.34 -0.18  C97 1.090
33 H -4.51 5.37 -0.07  C61 1.090
34 H 3.21 -2.45 0.84  C92 1.090
35 C 3.49 -6.77 -1.80  H68 1.090, H76 1.090, H78 1.090, C135 1.467
36 C -2.98 1.90 6.80  H88 1.090, H105 1.090, N157 1.476, H180 1.090
37 H -1.47 -3.27 -3.32  C13 1.090
38 H -0.48 -1.20 -4.52  C151 1.090
39 C 3.57 5.85 -4.08  H20 1.090, N29 1.472, H74 1.090, H126 1.090
40 H 4.11 -0.86 -7.06  C106 1.090
41 H -7.37 -3.44 -3.15  C174 1.090
42 H -4.03 -4.32 0.90  C190 1.090
43 H 1.52 -0.66 8.94  C119 1.090
44 C 4.31 1.92 -1.87  H12 1.090, H72 1.090, H75 1.090, N160 1.491
45 H -6.41 -6.62 -1.42  C184 1.090
46 H -3.50 4.91 -2.96  C120 1.090
47 H 6.51 4.57 -3.56  C86 1.090
48 N -3.44 -4.04 -3.30  C13 1.436, P73 1.707, C110 1.499
49 H 0.88 2.74 9.97  C167 1.090
50 H -0.02 3.26 8.50  C167 1.090
51 H 2.54 0.77 9.17  C119 1.090
52 H -2.08 2.37 3.12  C141 1.090
53 H -1.22 2.88 -2.16  C1 1.090
54 N 2.31 1.75 -6.52  P93 1.693, C140 1.511, C156 1.434
55 N -1.80 0.42 9.23  C58 1.431, C87 1.466, P153 1.694
56 H 2.15 -3.69 0.12  C92 1.090
57 H -6.48 -2.33 -1.36  C8 1.090
58 C -2.06 -0.84 9.85  H5 1.090, N55 1.431, H122 1.090, H129 1.090
59 O 1.41 1.43 -4.15  P93 1.474
60 H 0.18 -0.68 -1.17  C67 1.090
61 C -3.47 5.31 -0.38  N15 1.462, H33 1.090, H137 1.090, H144 1.090
62 O 5.10 5.81 -1.01  P108 1.488
63 H -3.77 2.20 2.46  C141 1.090
64 H 4.31 -1.77 -4.55  C179 1.090
65 N -2.50 1.47 -1.20  C1 1.484, P24 1.740, C178 1.479
66 H -5.27 -1.44 -0.42  C8 1.090
67 C 1.07 -1.28 -1.32  H10 1.090, H60 1.090, H83 1.090, N123 1.419
68 H 4.40 -7.34 -1.93  C35 1.090
69 H 5.68 3.24 -4.19  C86 1.090
70 H -0.61 3.39 0.08  C100 1.090
71 H 4.51 -0.04 -4.40  C179 1.090
72 H 5.07 1.14 -1.89  C44 1.090
73 P -4.26 -4.64 -1.93  N48 1.707, O125 1.512, N127 1.780, N168 1.745
74 H 2.63 5.38 -4.36  C39 1.090
75 H 3.50 1.61 -1.21  C44 1.090
76 H 3.25 -6.66 -0.74  C35 1.090
77 H -1.02 -1.72 -6.20  C151 1.090
78 H 2.70 -7.29 -2.35  C35 1.090
79 H -2.15 2.52 9.53  C87 1.090
80 O -0.09 0.34 1.15  P91 1.526
81 H -0.39 1.54 -1.25  C1 1.090
82 H -4.37 -5.05 -4.82  C110 1.090
83 H 1.05 -2.17 -1.94  C67 1.090
84 H -1.84 -2.80 3.13  C22 1.090
85 C 3.36 0.24 1.54  H18 1.090, H99 1.090, H131 1.090, N182 1.455
86 C 5.63 4.33 -4.16  N29 1.533, H47 1.090, H69 1.090, H94 1.090
87 C -2.14 1.57 10.08  H4 1.090, N55 1.466, H79 1.090, H148 1.090
88 H -3.45 1.78 7.77  C36 1.090
89 C -0.79 0.99 -6.09  H111 1.090, N134 1.432, H143 1.090, H177 1.090
90 N 0.13 -2.08 2.40  C22 1.479, P91 1.725, C107 1.458
91 P 0.83 -0.84 1.42  O80 1.526, N90 1.725, N123 1.745, N182 1.707
92 C 2.51 -2.66 0.03  H34 1.090, H56 1.090, N123 1.487, H149 1.090
93 P 1.67 0.66 -5.38  N54 1.693, O59 1.474, N134 1.722, N164 1.703
94 H 5.65 4.62 -5.22  C86 1.090
95 H 6.56 2.21 -0.54  C136 1.090
96 H -3.08 -0.35 -2.18  C178 1.090
97 C 2.29 5.30 0.13  H32 1.090, N138 1.476, H152 1.090, H165 1.090
98 H -3.59 -0.28 -0.50  C178 1.090
99 H 3.99 -0.32 0.84  C85 1.090
100 C -1.05 3.35 1.07  H9 1.090, H70 1.090, N101 1.474, H169 1.090
101 N -2.37 2.69 1.11  P24 1.687, C100 1.474, C141 1.496
102 H 2.60 -0.64 4.27  C158 1.090
103 H -4.57 -2.65 1.10  C190 1.090
104 N 3.74 -4.41 -2.99  C135 1.195
105 H -3.32 1.07 6.19  C36 1.090
106 C 3.16 -1.26 -6.71  H40 1.090, H113 1.090, N164 1.456, H183 1.090
107 C 0.68 -3.41 2.61  H6 1.090, N90 1.458, H112 1.090, H132 1.090
108 P 4.33 4.73 -1.69  N29 1.714, O62 1.488, N138 1.776, N160 1.714
109 N 0.82 -6.84 0.00  C175 1.196
110 C -3.33 -4.89 -4.53  H3 1.090, N48 1.499, H82 1.090, H145 1.090
111 H -1.01 1.37 -5.09  C89 1.090
112 H 1.77 -3.28 2.60  C107 1.090
113 H 3.16 -2.34 -6.57  C106 1.090
114 H 1.44 3.04 -0.90  C189 1.090
115 C 1.59 -2.83 6.55  H17 1.090, H23 1.090, C146 1.469, H155 1.090
116 O -0.54 -0.63 7.09  P153 1.485
117 H 0.20 2.83 6.39  C28 1.090
118 H -4.86 3.83 -2.32  C120 1.090
119 C 1.52 0.38 9.27  H43 1.090, H51 1.090, N121 1.454, H172 1.090
120 C -3.79 4.03 -2.39  N15 1.451, H27 1.090, H46 1.090, H118 1.090
121 N 0.62 1.24 8.52  C119 1.454, P153 1.682, C167 1.442
122 H -2.71 -0.83 10.72  C58 1.090
123 N 1.39 -1.69 0.00  C67 1.419, P91 1.745, C92 1.487
124 H 5.39 2.59 0.63  C136 1.090
125 O -3.65 -5.87 -1.29  P73 1.512
126 H 3.39 6.72 -3.45  C39 1.090
127 N -5.94 -4.87 -2.46  P73 1.780, C174 1.437, C184 1.477
128 H -1.83 -1.30 2.48  C22 1.090
129 H -1.12 -1.32 10.12  C58 1.090
130 H -1.83 -0.40 -0.97  C178 1.090
131 H 2.93 1.03 0.92  C85 1.090
132 H 0.53 -4.00 1.71  C107 1.090
133 H 1.02 0.12 3.93  C158 1.090
134 N 0.23 -0.01 -6.05  C89 1.432, P93 1.722, C151 1.497
135 C 3.58 -5.50 -2.53  C35 1.467, N104 1.195
136 C 5.88 3.01 -0.25  H2 1.090, H95 1.090, H124 1.090, N160 1.454
137 H -3.24 6.16 -1.03  C61 1.090
138 N 2.63 4.72 -1.18  C97 1.476, P108 1.776, C189 1.416
139 H -2.65 -2.24 -4.01  C13 1.090
140 C 3.40 2.57 -5.89  N54 1.511, H185 1.090, H188 1.090, H191 1.090
141 C -2.72 1.94 2.35  H52 1.090, H63 1.090, N101 1.496, H161 1.090
142 O -4.77 2.13 0.11  P24 1.473
143 H -0.48 1.81 -6.73  C89 1.090
144 H -2.84 5.50 0.49  C61 1.090
145 H -2.88 -5.85 -4.30  C110 1.090
146 C 1.44 -4.18 6.00  N19 1.133, C115 1.469
147 H -0.80 -5.78 -2.51  C26 1.090
148 H -1.41 1.68 10.87  C87 1.090
149 H 3.08 -2.60 -0.90  C92 1.090
150 H -1.36 3.59 5.93  C28 1.090
151 C -0.22 -1.35 -5.56  H38 1.090, H77 1.090, N134 1.497, H163 1.090
152 H 3.19 5.22 0.75  C97 1.090
153 P -0.79 0.60 7.88  N55 1.694, O116 1.485, N121 1.682, N157 1.690
154 H -1.12 -4.60 -1.14  C26 1.090
155 H 1.41 -2.75 7.62  C115 1.090
156 C 2.30 1.51 -7.93  H16 1.090, H31 1.090, N54 1.434, H159 1.090
157 N -1.52 1.87 7.03  C28 1.464, C36 1.476, P153 1.690
158 C 2.06 0.05 3.62  H102 1.090, H133 1.090, H170 1.090, N182 1.451
159 H 3.13 0.94 -8.34  C156 1.090
160 N 4.94 3.17 -1.35  C44 1.491, P108 1.714, C136 1.454
161 H -2.63 0.85 2.36  C141 1.090
162 H -2.99 -2.95 0.35  C190 1.090
163 H 0.64 -2.01 -5.72  C151 1.090
164 N 2.76 -0.65 -5.45  P93 1.703, C106 1.456, C179 1.479
165 H 1.45 4.91 0.70  C97 1.090
166 H -5.72 -3.32 -3.78  C174 1.090
167 C 0.78 2.62 8.90  H49 1.090, H50 1.090, N121 1.442, H173 1.090
168 N -4.65 -3.32 -0.86  C8 1.469, P73 1.745, C190 1.473
169 H -0.29 2.87 1.68  C100 1.090
170 H 2.51 1.04 3.70  C158 1.090
171 H -5.11 -1.79 -2.24  C8 1.090
172 H 1.42 0.62 10.32  C119 1.090
173 H 1.73 2.97 8.50  C167 1.090
174 C -6.50 -4.01 -3.47  H41 1.090, N127 1.437, H166 1.090, H186 1.090
175 C 0.23 -6.10 -0.74  C26 1.434, N109 1.196
176 H -1.09 1.32 -2.84  C1 1.090
177 H -1.69 0.62 -6.56  C89 1.090
178 C -2.81 0.02 -1.19  N65 1.479, H96 1.090, H98 1.090, H130 1.090
179 C 3.77 -0.84 -4.40  H21 1.090, H64 1.090, H71 1.090, N164 1.479
180 H -3.43 2.76 6.29  C36 1.090
181 H -1.03 -1.52 4.07  C22 1.090
182 N 2.25 -0.38 2.24  C85 1.455, P91 1.707, C158 1.451
183 H 2.35 -1.13 -7.44  C106 1.090
184 C -6.94 -5.76 -1.84  H7 1.090, H45 1.090, N127 1.477, H192 1.090
185 H 4.17 2.75 -6.64  C140 1.090
186 H -6.73 -4.51 -4.41  C174 1.090
187 H -0.79 2.16 5.05  C28 1.090
188 H 3.98 2.07 -5.12  C140 1.090
189 C 1.62 3.83 -1.64  H11 1.090, H30 1.090, H114 1.090, N138 1.416
190 C -4.01 -3.33 0.46  H42 1.090, H103 1.090, H162 1.090, N168 1.473
191 H 3.01 3.50 -5.46  C140 1.090
192 H -7.34 -5.26 -0.95  C184 1.090